{
  "formula": "C60H153N7O20",
  "method": "ωB97M-V/def2-TZVPD",
  "species": ["H", "H", "H", "C", "C", "N", "C", "H", "C", "C", "H", "C", "C", "H", "O", "H", "C", "H", "O", "H", "H", "H", "H", "H", "C", "H", "C", "O", "H", "H", "C", "C", "C", "H", "H", "H", "H", "C", "H", "H", "H", "C", "C", "C", "C", "O", "H", "H", "H", "H", "H", "H", "H", "H", "C", "O", "H", "H", "H", "C", "H", "H", "C", "H", "H", "H", "H", "H", "C", "H", "H", "H", "H", "H", "H", "N", "H", "H", "H", "C", "C", "C", "H", "H", "C", "H", "H", "H", "H", "C", "C", "C", "O", "N", "H", "H", "H", "C", "C", "H", "C", "O", "O", "H", "H", "H", "H", "C", "H", "H", "C", "H", "H", "N", "H", "H", "C", "C", "H", "C", "H", "H", "C", "C", "O", "H", "H", "C", "H", "H", "H", "H", "H", "H", "C", "H", "H", "O", "H", "H", "H", "C", "C", "H", "C", "H", "N", "O", "C", "O", "C", "H", "H", "H", "C", "H", "H", "H", "C", "H", "H", "H", "H", "H", "H", "C", "H", "H", "H", "H", "H", "H", "H", "H", "H", "C", "H", "C", "H", "H", "O", "H", "H", "H", "H", "C", "O", "C", "O", "C", "H", "C", "H", "H", "H", "H", "H", "H", "H", "H", "N", "H", "H", "H", "N", "O", "H", "H", "O", "C", "O", "H", "C", "H", "H", "H", "H", "H", "H", "H", "H", "O", "H", "C", "H", "H", "H", "H", "C", "O", "H", "H", "H", "H", "H", "H", "H", "H", "C", "H"],
  "coordinates": [[1.684, 0.540, 0.958], [2.828, -4.636, 4.895], [5.369, -1.842, -5.945], [2.807, -0.799, -7.896], [2.143, -0.681, -4.126], [1.344, -0.900, -7.850], [-2.436, 0.568, 2.746], [4.105, 3.252, -0.455], [-2.542, 1.174, -1.531], [6.924, -1.569, 3.742], [7.483, 1.093, 3.338], [-0.691, 0.282, -7.248], [-0.927, 0.523, 3.053], [-5.799, 6.128, 0.082], [0.959, -5.917, 4.645], [7.388, -2.514, -3.825], [4.110, -0.199, 0.205], [2.480, -4.483, -7.133], [-3.660, 7.961, -3.003], [2.954, 1.580, 7.069], [-7.786, 0.059, -1.346], [-9.937, -4.267, 2.089], [-0.078, 0.198, -1.153], [3.172, -5.559, 2.236], [3.240, -4.090, -6.450], [-5.283, 1.854, -3.302], [1.591, -1.859, -3.343], [2.776, 0.887, 6.425], [3.148, -4.225, -0.933], [6.939, -2.561, -6.159], [2.878, -5.749, 3.267], [-4.049, 6.694, -3.577], [3.667, 1.202, -4.005], [1.071, -2.537, -4.033], [0.950, -6.716, 2.729], [2.322, 3.081, 4.649], [-4.092, -2.342, -0.949], [-5.624, 1.759, 5.131], [3.227, -0.307, -7.009], [-6.087, 1.333, 1.747], [-1.197, 6.100, 0.685], [6.808, 0.555, 2.667], [-1.992, -0.401, -5.441], [11.411, -0.390, 5.350], [13.412, 0.745, 5.866], [-5.724, -3.529, -1.435], [-6.555, 1.979, 7.638], [6.251, -2.397, 3.967], [-8.283, -1.436, -0.525], [-8.098, 4.426, -0.521], [-2.970, 1.514, 2.788], [4.784, -4.234, -0.163], [-2.492, 0.111, -1.789], [5.113, 4.015, -1.570], [-10.237, -4.365, -0.472], [-9.912, -3.252, 0.325], [2.871, 1.866, -4.374], [-0.774, 1.598, -2.665], [-4.833, 2.826, 0.685], [0.793, 0.450, -7.630], [3.340, -6.706, 3.518], [5.316, 1.445, 6.304], [-7.449, -0.537, 1.868], [2.437, 5.415, 1.835], [-11.319, -4.544, -0.519], [-1.105, -0.580, -7.780], [-5.782, 3.535, 7.853], [-2.753, 0.365, -5.626], [-0.426, -5.978, 4.852], [0.895, -4.971, 2.872], [2.942, -2.788, -8.630], [2.986, -4.370, -5.428], [-10.218, -2.440, 2.237], [-0.899, 4.405, 0.466], [-10.116, -4.975, -2.562], [-0.222, 1.109, -0.739], [-5.590, -5.603, -1.781], [4.334, 0.934, -4.827], [4.950, 1.619, -2.289], [9.944, -0.616, 5.811], [-7.290, 0.450, 3.000], [4.773, 1.893, 5.470], [0.821, 2.809, -0.330], [0.766, -0.903, 3.095], [0.371, -2.578, -1.465], [-6.427, 1.051, 5.361], [-1.354, 1.135, -7.400], [-7.333, 2.840, -0.736], [1.282, -0.043, -4.370], [4.391, 2.170, -3.053], [7.776, -1.264, 4.995], [-4.666, 1.352, -2.560], [-3.414, 1.961, -2.333], [-8.463, -3.827, -2.126], [6.029, 1.283, 2.426], [-5.676, 6.044, -4.852], [-11.452, -3.452, 1.632], [-6.314, 4.309, 0.621], [3.317, -3.314, 3.437], [7.779, -2.211, 5.535], [-0.273, -0.828, 2.773], [3.199, -2.686, -6.574], [-5.710, 2.903, 5.939], [5.546, -4.144, -4.215], [2.541, 1.945, 0.795], [-6.751, 3.914, 1.535], [3.505, 4.762, -1.258], [-0.985, 5.184, 1.236], [9.672, 0.276, 6.384], [11.566, -0.072, 4.316], [-7.600, -4.937, -1.791], [-5.245, 1.369, -1.626], [-9.717, -5.232, -0.057], [-6.033, 1.129, 2.736], [-4.806, 2.151, 7.734], [-2.981, -0.212, 3.287], [1.360, -5.874, 3.298], [1.057, 1.809, -0.703], [-0.262, -2.251, -0.638], [6.398, -1.804, -5.581], [-2.914, 1.302, -0.509], [9.145, 0.015, 4.097], [4.019, -3.238, 2.088], [6.407, -2.110, -4.088], [-0.366, 1.515, 2.201], [6.898, -0.861, -5.790], [-3.399, 6.579, -4.453], [3.431, 1.239, 5.197], [4.878, -3.922, 2.084], [3.128, -0.259, -8.787], [0.935, 1.088, -8.500], [-7.628, -5.274, -0.745], [-4.192, 4.644, -3.018], [-2.403, -1.356, -5.786], [-5.713, 2.593, 7.305], [-10.462, -3.257, -2.306], [3.986, -2.774, -0.588], [-6.395, 5.734, 0.726], [-8.209, -1.312, 2.016], [7.252, 0.210, 1.731], [-5.834, 7.724, -4.318], [-4.387, -3.152, -1.617], [-5.515, 6.727, -4.017], [-7.269, -0.182, 3.895], [5.433, -3.212, -3.654], [4.215, -4.541, -6.657], [9.139, -0.850, 4.624], [3.147, 0.494, -0.568], [-1.137, 1.771, -1.637], [0.087, 6.350, 2.976], [-4.840, 3.908, 0.503], [13.979, -0.178, 6.040], [-1.921, 4.857, 1.699], [1.151, -1.454, -7.020], [-3.651, 5.532, -2.688], [-6.612, 2.941, 3.595], [11.939, -1.347, 5.435], [-8.252, -3.060, -1.499], [-9.878, -4.105, -1.947], [-0.239, -0.976, 1.687], [-1.166, 2.862, -1.604], [-3.680, -3.973, -1.458], [1.486, 6.466, 0.832], [-4.285, 4.287, 1.364], [7.540, -1.925, 2.912], [1.503, 5.467, 1.271], [-8.002, -5.822, -2.296], [7.229, -0.522, 5.585], [-0.688, 6.128, 3.503], [-5.968, -4.599, -3.199], [-2.603, 5.241, -2.798], [5.064, 2.801, -3.642], [1.594, 4.744, 0.459], [4.678, 0.492, 0.831], [5.480, 1.817, 4.644], [-6.115, -4.704, -2.120], [9.927, -1.548, 6.374], [4.048, 3.831, -1.386], [4.375, -2.953, -3.742], [1.234, -3.048, -0.987], [0.668, -1.499, -2.327], [-2.547, 0.214, 1.713], [-4.524, 0.292, -2.799], [-0.826, -1.714, 3.095], [2.357, -2.446, -2.823], [3.457, -2.187, -7.873], [-0.683, -0.115, -5.857], [3.789, -3.776, -0.174], [3.134, -3.680, 1.058], [2.116, 1.155, 0.160], [-0.221, -3.305, -2.032], [-7.611, -0.575, -0.479], [5.614, -3.502, -2.617], [1.435, 1.971, -1.721], [5.176, -0.803, -3.369], [-6.698, 4.128, -1.590], [4.388, -2.253, 1.784], [-1.962, -0.476, -4.349], [-4.887, 2.756, 3.410], [-6.597, -0.992, -0.512], [3.412, -4.654, 4.065], [13.590, 1.258, 4.917], [-8.132, 1.138, 3.148], [1.296, 0.899, -6.767], [3.144, 0.018, -3.333], [-7.759, 0.203, 0.685], [-4.692, 1.190, 5.205], [3.557, 0.260, 4.729], [3.473, 3.006, -2.378], [-5.795, 2.212, 3.680], [6.139, -0.925, -3.374], [0.414, 4.305, 2.709], [0.279, 5.211, 2.114], [3.573, -0.973, 0.762], [2.575, -1.068, -5.046], [-0.850, -6.901, 4.443], [-0.890, -5.123, 4.345], [-0.767, 0.843, 4.084], [-6.134, 6.463, -3.156], [-0.665, -5.924, 5.912], [-3.510, 8.507, -3.779], [12.088, 0.505, 6.243], [4.600, 2.954, 5.670], [-10.359, -3.353, 1.666], [-6.514, -1.098, 1.766], [1.539, 1.508, 4.260], [-0.452, 1.145, 1.305], [-4.242, -2.757, -2.630], [2.481, 2.051, 4.330], [6.103, -0.477, 3.332], [3.746, -2.548, 4.081], [2.259, -3.091, 3.258], [-3.706, 5.793, -1.630], [-4.271, 4.111, -0.402], [2.890, 0.261, -2.368], [2.831, 2.061, 3.293], [4.744, -0.713, -0.519], [13.835, 1.422, 6.616], [-7.142, 3.912, -0.614], [4.529, -2.101, -8.064]],
  "forces_ev_per_angstrom": [[-0.2, -0.6, -0.5], [0.3, 0.1, 0.2], [0.0, 0.5, 0.0], [0.4, -0.8, 0.0], [-0.5, 0.0, 1.5], [0.9, 0.6, -0.1], [0.0, -1.9, -0.4], [-0.4, 0.2, 0.3], [0.0, 1.4, 0.6], [-0.2, 0.2, 0.3], [0.4, -0.2, -0.2], [0.8, -0.8, 0.5], [-1.0, 0.7, -0.2], [0.0, -0.1, -0.1], [0.3, -0.5, 1.0], [0.2, 0.6, 0.2], [-1.0, -0.1, -0.5], [0.1, -0.4, 0.0], [-0.1, -0.5, 0.1], [-0.1, 0.0, 0.0], [0.0, 0.0, 0.0], [0.1, 0.2, 0.6], [0.3, -0.3, 0.0], [-0.1, -0.2, -0.1], [-0.4, 0.0, -0.3], [0.5, 0.2, -0.2], [-0.2, -0.9, 0.0], [0.1, 0.2, 0.3], [0.0, -0.5, 0.3], [0.0, -0.1, 0.1], [0.0, -0.1, -1.0], [0.9, 0.4, -0.9], [-0.3, 1.1, 0.9], [0.0, -0.1, -0.1], [0.3, -0.2, 0.0], [0.0, -0.1, 0.2], [-0.4, -0.1, 0.3], [-0.7, -0.5, -1.1], [-0.1, 0.5, 0.0], [0.5, 0.9, 0.2], [0.4, 0.3, 0.3], [-1.1, 0.3, 0.3], [-0.4, -0.3, 1.5], [0.7, -0.5, 1.1], [0.8, 0.1, 1.6], [-0.1, -0.1, 0.5], [-0.1, -0.1, -0.4], [-0.2, 0.2, 0.1], [-0.3, 0.2, 0.3], [-0.1, -0.1, -0.2], [0.5, 0.2, 0.4], [-0.2, -0.5, 0.4], [-0.4, -0.1, -0.2], [-0.1, 0.4, -0.5], [-0.6, -0.1, -0.6], [0.3, 1.0, -0.2], [-0.2, -0.3, -0.5], [-0.2, 0.0, -0.2], [0.3, -0.1, -0.4], [-1.0, -0.7, 0.6], [0.0, 0.1, 0.4], [-0.3, -0.1, 0.2], [-0.8, 0.1, -0.5], [-0.1, -0.1, 0.2], [-0.1, -0.1, 0.6], [0.0, 0.2, -0.4], [-0.2, 0.1, -0.2], [0.3, 0.3, -0.5], [-0.1, 0.3, -0.6], [0.1, 0.0, -0.3], [0.3, -0.3, 0.0], [-0.1, 0.2, 0.0], [0.8, 0.0, -0.2], [0.3, 0.0, -0.1], [-0.3, -0.1, 0.2], [-0.1, -0.1, 0.8], [0.4, 0.1, 0.1], [0.0, -0.1, 0.0], [0.3, -0.1, -0.2], [1.6, 0.2, -1.1], [0.1, -1.1, 0.1], [0.2, 0.3, -0.1], [0.2, 0.0, 0.2], [-0.1, 0.2, 0.3], [-0.6, -0.1, -0.2], [-0.1, 0.1, 0.3], [0.3, 0.3, 0.1], [-0.1, -0.1, 0.6], [0.0, 0.1, -0.2], [0.4, -0.5, 0.2], [-0.3, -0.1, -1.6], [-0.1, -0.5, 1.2], [0.2, -0.2, -1.1], [0.3, 0.5, 0.0], [0.1, 0.1, -0.2], [-0.2, -0.1, 0.1], [-0.1, -0.3, 0.2], [0.9, 0.9, -2.0], [-0.4, -0.5, -0.6], [0.5, 0.1, 0.3], [-0.2, -0.4, -0.7], [0.3, -0.2, 0.4], [0.4, -0.5, 0.2], [0.2, 0.1, -0.2], [0.5, 0.2, -0.3], [0.0, -0.1, 0.0], [-0.2, -0.1, -0.1], [-0.1, -1.6, -0.9], [-0.3, -0.2, 0.3], [-0.6, 0.3, -0.1], [0.2, -0.6, 0.1], [-0.1, 0.0, 0.0], [-0.2, -0.3, -0.2], [-0.1, -0.8, 1.1], [0.2, -0.3, -0.7], [-0.1, 0.3, 0.4], [-0.5, 0.9, 0.0], [-0.1, 0.1, -0.6], [0.0, 0.4, -0.1], [-0.1, -0.8, -0.3], [0.2, -0.5, 0.3], [-0.3, -0.1, -0.2], [0.2, -0.6, -0.3], [-0.3, -0.7, -0.2], [0.7, 0.0, 0.3], [-0.2, 0.2, 0.1], [-0.3, 0.0, -0.3], [-0.3, -0.6, 0.2], [0.1, 0.1, 0.2], [-0.1, 0.1, 0.0], [0.0, -0.1, -0.1], [-0.1, 0.5, 0.3], [-0.3, 0.0, 0.6], [0.3, 0.0, -0.4], [0.0, 0.8, 1.2], [0.0, 0.0, 0.0], [0.0, 0.0, 0.1], [-0.2, 0.2, 0.5], [-0.3, 0.2, 0.2], [0.4, 0.0, 0.1], [0.2, 0.1, -0.1], [0.4, 0.2, -0.6], [0.2, -0.1, 0.6], [0.3, 0.2, 0.2], [-0.1, -0.5, -0.1], [0.1, 0.2, -0.2], [-0.4, -0.2, 0.7], [-0.7, 0.5, -0.2], [-0.4, -0.3, -1.6], [0.5, -0.4, 0.4], [-0.3, -1.3, 1.5], [0.2, 0.0, -0.8], [0.2, 0.3, 0.7], [-0.3, 0.0, 0.0], [0.4, 0.1, 0.0], [-0.1, 0.1, 0.5], [0.0, -0.2, -0.2], [0.3, 0.1, -0.2], [0.8, -0.1, 0.8], [0.0, 0.2, -0.1], [0.0, 0.0, 0.8], [-0.1, -0.2, 0.0], [-0.3, 0.0, 0.0], [0.0, 0.3, -0.1], [0.3, 0.2, 0.0], [0.6, 0.1, -0.1], [0.4, 0.0, -0.4], [0.0, 0.0, 0.2], [0.0, 0.2, 0.1], [0.0, 0.1, -0.1], [0.1, 0.3, -0.3], [0.2, -0.1, 0.0], [-0.1, 0.0, 0.0], [0.0, -0.2, 0.2], [-0.3, 0.1, -0.3], [-1.1, 0.1, -0.1], [-0.2, 0.3, 0.5], [0.9, -1.2, 0.3], [0.1, 0.4, -0.1], [0.2, 0.1, -0.4], [0.0, 0.8, 0.6], [0.1, 0.2, -0.2], [-0.1, 0.0, -0.4], [-0.1, 0.2, 0.6], [0.5, 0.1, -0.4], [-0.9, 0.7, -0.1], [-0.7, 0.6, -0.9], [0.2, 1.2, -1.0], [-0.2, -0.3, 0.0], [0.5, 0.5, 1.3], [0.2, -0.4, 0.1], [0.4, -0.2, -0.1], [0.0, 0.3, 0.1], [0.2, -0.1, 0.1], [-0.3, 0.1, 0.1], [0.3, 0.7, 0.3], [0.0, 0.0, 0.7], [0.1, -0.1, 0.0], [0.0, 0.0, -0.2], [0.1, 0.1, -0.2], [0.1, 0.3, 0.3], [-0.3, -0.5, -0.4], [-0.2, 0.0, -0.4], [0.0, 0.4, 0.0], [0.9, 0.3, -0.3], [0.2, -0.2, 0.2], [0.2, 0.3, 0.3], [0.3, 0.1, -0.2], [-0.7, 0.5, -0.5], [0.2, 0.7, -0.9], [0.3, 0.1, 0.5], [-0.2, -0.1, -0.1], [-1.2, 1.1, -0.5], [0.2, 0.3, 0.4], [0.1, 0.0, 0.0], [0.0, 0.0, 0.0], [-0.2, 0.0, 0.0], [0.2, 0.0, 0.0], [-0.2, -0.2, -0.2], [0.3, 0.0, 0.1], [0.0, 0.4, 0.3], [-1.1, 0.3, -0.7], [0.2, 0.0, 0.1], [-1.1, -0.7, -0.9], [0.2, 0.2, -0.2], [-0.1, 0.2, 0.2], [0.0, 0.4, -0.4], [0.1, -0.2, -0.1], [0.2, -0.5, -0.7], [0.3, -0.4, -0.1], [-0.1, -0.2, 0.3], [0.0, 0.5, 0.0], [-0.7, -0.2, 0.0], [-0.5, 0.2, -0.2], [-0.3, -0.4, -0.6], [0.2, 0.2, 0.0], [0.3, 0.2, 0.1], [-0.2, 0.1, 0.0], [-0.3, -0.7, 0.1], [0.1, -0.2, -0.1]],
  "mulliken_charge": [-0.25, 0.33, -0.39, -0.21, 0.82, -0.45, -1.18, 0.08, 0.30, -0.43, 0.46, -1.03, 0.25, 0.38, -0.35, 0.39, -1.24, 0.41, -0.55, 0.35, 0.35, 0.37, -0.70, -0.05, -1.03, 0.45, -1.18, -0.60, 0.51, 0.48, -0.24, 0.23, -0.75, 0.40, 0.50, 0.44, 0.10, -0.57, -0.13, -0.17, 0.44, -1.39, -0.76, -0.45, -0.76, -0.11, 0.30, 0.05, -0.31, 0.42, 0.15, 0.50, 0.01, 0.43, -0.55, -0.15, 0.41, -0.05, -0.33, -0.22, 0.44, 0.38, -0.36, 0.37, 0.40, 0.45, 0.28, 0.42, -0.67, 0.14, 0.45, 0.18, 0.24, -0.28, 0.44, 1.35, 0.39, 0.36, 0.24, -0.59, -0.68, -1.34, -0.80, -0.01, -0.52, 0.40, 0.52, 0.06, 0.25, -0.75, -0.80, -0.65, -0.19, -0.15, 0.26, 0.32, 0.33, 0.91, -0.55, 0.51, -0.34, 0.24, -0.33, 0.48, -0.23, -0.18, 0.18, -0.69, 0.30, 0.36, -0.51, 0.02, 0.39, 0.44, 0.29, 0.51, -0.41, -0.36, 0.19, -0.73, -0.35, 0.25, -0.27, 0.35, 0.41, 0.36, 0.24, 1.49, 0.61, 0.55, 0.47, 0.20, 0.09, 0.37, -0.78, 0.36, 0.22, -0.66, 0.03, 0.44, 0.39, -0.97, -1.09, 0.40, -0.75, 0.30, -0.30, 0.96, -0.86, -0.65, 0.04, 0.31, 0.34, 0.31, -0.69, 0.42, 0.30, 0.05, -0.84, -0.27, 0.53, 0.46, 0.43, 0.26, 0.47, -1.30, 0.45, 0.16, 0.37, 0.37, 0.31, 0.50, 0.10, -0.01, 0.12, -0.76, 0.29, -0.65, -0.24, -0.31, 0.58, -0.19, 0.26, 0.56, -0.27, -1.04, 0.02, -1.26, -0.03, -0.24, 0.40, -0.18, 0.16, 0.78, 0.12, 0.15, 0.24, -0.07, 0.05, 0.29, -0.46, 0.29, 0.39, 0.01, 2.50, -0.31, 0.33, -0.58, -0.35, -0.61, -0.58, -0.36, 1.37, 0.14, -1.10, 0.29, 0.24, 0.53, 0.15, 0.25, 0.34, -0.31, 0.44, -0.89, 0.31, 0.05, -0.45, 0.38, -0.95, 0.34, 0.08, 0.31, 0.31, 0.07, -0.90, 0.05, 0.33, 0.27, -1.07, 0.42],
  "lumo_energy_ev": 0.40,
  "de_lowest_ev": 0.0000,
  "charge": 0
}